(1)
{
  "formula": "C24H28N2O5",
  "method": "ωB97M-V/def2-TZVPD",
  "elements": ["C", "O", "C", "C", "C", "N", "C", "O", "C", "O", "C", "C", "O", "C", "C", "C", "C", "O", "C", "C", "C", "C", "C", "C", "C", "C", "C", "C", "N", "C", "C", "H", "H", "H", "H", "H", "H", "H", "H", "H", "H", "H", "H", "H", "H", "H", "H", "H", "H", "H", "H", "H", "H", "H", "H", "H", "H", "H", "H"],
  "coordinates": [[-7.94, -2.82, -1.46], [-6.58, -2.48, -1.52], [-6.09, -1.94, -0.31], [-4.60, -1.64, -0.48], [-4.04, -0.95, 0.75], [-2.61, -0.79, 0.69], [-1.76, -1.34, 1.58], [-2.08, -2.07, 2.50], [-0.35, -0.90, 1.20], [0.66, -1.21, 1.79], [-0.51, -0.05, 0.03], [0.44, 0.67, -0.62], [0.03, 1.54, -1.57], [1.88, 0.59, -0.37], [2.64, 1.76, -0.32], [3.99, 1.71, -0.07], [4.64, 0.48, 0.10], [5.96, 0.58, 0.35], [6.78, -0.56, 0.58], [7.56, -0.97, -0.68], [8.62, -2.00, -0.30], [6.64, -1.52, -1.77], [3.89, -0.69, 0.02], [2.53, -0.63, -0.21], [-1.98, 0.10, -0.27], [-2.44, 1.52, -0.08], [-3.03, 2.24, -1.11], [-3.43, 3.55, -0.86], [-3.28, 4.15, 0.31], [-2.72, 3.46, 1.29], [-2.28, 2.15, 1.15], [-8.13, -3.57, -0.68], [-8.56, -1.94, -1.25], [-8.20, -3.22, -2.43], [-6.63, -1.01, -0.07], [-6.24, -2.64, 0.52], [-4.07, -2.58, -0.66], [-4.48, -1.01, -1.36], [-4.51, 0.04, 0.88], [-4.23, -1.55, 1.65], [0.79, 1.99, -1.96], [2.15, 2.72, -0.42], [4.57, 2.61, -0.01], [6.20, -1.40, 0.97], [7.49, -0.25, 1.35], [8.05, -0.07, -1.06], [8.15, -2.90, 0.11], [9.19, -2.29, -1.18], [9.30, -1.60, 0.45], [5.88, -0.80, -2.03], [7.22, -1.75, -2.66], [6.16, -2.44, -1.44], [4.35, -1.66, 0.13], [1.97, -1.55, -0.28], [-2.20, -0.22, -1.30], [-3.18, 1.80, -2.08], [-3.89, 4.15, -1.63], [-2.61, 3.98, 2.23], [-1.83, 1.63, 1.98]],
  "lowdin_charge": [-0.12, -0.19, -0.25, -0.14, -0.13, -0.01, -0.37, 0.10, -0.25, 0.12, -0.04, -0.18, 0.11, -0.16, -0.02, 0.01, -0.26, -0.03, -0.17, -0.40, -0.08, -0.07, 0.00, 0.00, -0.18, -0.18, -0.01, -0.14, 0.06, -0.14, 0.01, 0.09, 0.09, 0.09, 0.13, 0.13, 0.13, 0.11, 0.13, 0.13, 0.12, 0.12, 0.12, 0.13, 0.13, 0.14, 0.08, 0.08, 0.08, 0.07, 0.08, 0.08, 0.11, 0.13, 0.16, 0.11, 0.10, 0.11, 0.13],
  "e_lumo_ev": -0.3,
  "orbital_gap_ev": 8.26,
  "de_lowest_kcal_mol": 73.0,
  "e_tot_ev": -38559.590
}


(2)
{
  "formula": "C24H28N2O6",
  "method": "ωB97M-V/def2-TZVPD",
  "elements": ["C", "C", "N", "C", "O", "C", "C", "C", "O", "N", "C", "C", "C", "C", "O", "C", "C", "C", "C", "C", "C", "O", "C", "C", "O", "C", "C", "C", "C", "C", "C", "O", "H", "H", "H", "H", "H", "H", "H", "H", "H", "H", "H", "H", "H", "H", "H", "H", "H", "H", "H", "H", "H", "H", "H", "H", "H", "H", "H", "H"],
  "coordinates": [[2.36, 3.07, 2.40], [1.16, 3.15, 1.47], [0.24, 2.07, 1.78], [-1.09, 2.24, 1.76], [-1.63, 3.31, 1.57], [-1.92, 0.98, 1.99], [-1.32, -0.08, 2.93], [-0.34, -1.00, 2.22], [0.81, -0.68, 1.99], [-0.85, -2.20, 1.88], [-0.05, -3.23, 1.25], [0.04, -4.45, 2.18], [-0.56, -3.63, -0.15], [-2.07, -3.90, -0.22], [-2.82, -2.73, 0.01], [-2.38, -1.66, -0.75], [-3.23, -0.58, -0.94], [-2.82, 0.50, -1.70], [-1.56, 0.51, -2.27], [-0.70, -0.55, -2.06], [-1.09, -1.64, -1.29], [-0.20, -2.66, -1.12], [1.59, 3.05, 0.00], [0.42, 3.25, -0.97], [0.86, 3.18, -2.31], [1.65, 2.08, -2.54], [1.84, 1.67, -3.86], [2.59, 0.54, -4.13], [3.15, -0.19, -3.09], [2.99, 0.23, -1.78], [2.25, 1.37, -1.50], [2.16, 1.77, -0.20], [2.04, 3.12, 3.43], [2.89, 2.14, 2.23], [3.04, 3.90, 2.20], [0.61, 4.09, 1.61], [0.66, 1.14, 1.83], [-2.88, 1.31, 2.38], [-2.11, 0.53, 1.01], [-0.79, 0.42, 3.74], [-2.13, -0.67, 3.36], [-1.82, -2.40, 2.04], [0.95, -2.80, 1.12], [0.68, -5.21, 1.74], [0.45, -4.15, 3.13], [-0.95, -4.88, 2.35], [-0.02, -4.54, -0.45], [-2.30, -4.30, -1.22], [-2.38, -4.62, 0.54], [-4.22, -0.62, -0.49], [-3.49, 1.34, -1.84], [-1.25, 1.34, -2.88], [0.29, -0.56, -2.49], [2.35, 3.82, -0.22], [-0.03, 4.24, -0.84], [-0.34, 2.48, -0.78], [1.38, 2.24, -4.65], [2.73, 0.22, -5.15], [3.72, -1.08, -3.30], [3.42, -0.31, -0.96]],
  "lowdin_charge": [-0.03, -0.29, 0.12, -0.50, 0.05, -0.06, -0.08, -0.46, 0.05, 0.12, -0.28, -0.03, -0.23, -0.11, -0.04, -0.21, -0.02, -0.08, -0.08, 0.03, -0.18, 0.03, -0.23, -0.11, -0.02, -0.22, -0.01, -0.10, -0.10, 0.00, -0.20, 0.01, 0.08, 0.08, 0.08, 0.15, 0.10, 0.13, 0.10, 0.13, 0.12, 0.15, 0.15, 0.08, 0.09, 0.08, 0.16, 0.15, 0.13, 0.12, 0.11, 0.11, 0.11, 0.17, 0.15, 0.12, 0.12, 0.10, 0.10, 0.12],
  "e_lumo_ev": 0.5,
  "orbital_gap_ev": 8.70,
  "de_lowest_kcal_mol": 30.7,
  "e_tot_ev": -40608.894
}